# 1
The molecule CN2O4S. Source: the OMol25 dataset; level of theory: wB97M-V/def2-TZVPD.

Positions of all 8 atoms, in Å:
1 C -0.927 0.204 -1.705
2 N 0.042 0.834 -1.493
3 N 0.801 -0.545 1.874
4 O -1.918 -0.360 -1.888
5 O 0.085 -1.149 2.627
6 O 1.893 1.571 0.196
7 O 0.186 -0.212 0.743
8 S 1.315 0.443 -0.474

Properties
HOMO energy   -10.812 eV
Spin multiplicity   1
HOMO-LUMO gap   10.6 eV
LUMO energy   -0.26 eV
Largest force on an atom   4.739 eV Å⁻¹

# 2
The molecule CN4O2S. Source: the OMol25 dataset; level of theory: wB97M-V/def2-TZVPD.

Positions of all 8 atoms, in Å:
1 C 0.141 0.198 -0.008
2 N -0.775 -1.195 0.058
3 N -1.932 -0.808 0.039
4 N -2.263 0.410 -0.031
5 N 1.554 0.241 -0.011
6 O 2.028 1.353 0.127
7 O 2.164 -0.788 -0.149
8 S -0.960 1.432 -0.065

Properties
HOMO energy (spin up / spin down)   -8.699 / -11.085 eV
Spin multiplicity   3
HOMO-LUMO gap (spin up / spin down)   8.8 / 6.4 eV
LUMO energy (spin up / spin down)   0.11 / -4.73 eV
Largest force on an atom   3.618 eV Å⁻¹
Expectation value of S²   2.0296

# 3
The ion CN4OP with charge -1. Source: the OMol25 dataset; level of theory: wB97M-V/def2-TZVPD.

Positions of all 7 atoms, in Å:
1 C 0.231 -0.123 -1.211
2 N 0.422 -0.368 1.117
3 N -0.887 -0.596 -1.055
4 N -0.763 -0.551 1.107
5 N -1.549 -0.833 0.061
6 O 1.043 1.938 0.084
7 P 1.503 0.532 -0.103

Properties
HOMO energy (spin up / spin down)   -4.054 / -4.055 eV
Spin multiplicity   1
Charge   -1
HOMO-LUMO gap (spin up / spin down)   8.1 / 8.1 eV
LUMO energy (spin up / spin down)   4.09 / 4.09 eV
Largest force on an atom   3.647 eV Å⁻¹

# 4
A cluster of 2 separate species, CN4S in total. Source: the OMol25 dataset; level of theory: wB97M-V/def2-TZVPD.

Positions of all 6 atoms, in Å:
1 C -2.027 -0.905 -0.168
2 N -1.609 -1.942 0.148
3 N 1.967 1.536 1.010
4 N 1.261 0.271 -0.805
5 N 1.581 0.886 0.111
6 S -2.830 0.370 -0.768

Properties
HOMO energy   0.727 eV
Spin multiplicity   1
Charge   -2
HOMO-LUMO gap   5.3 eV
LUMO energy   6.05 eV
Largest force on an atom   1.869 eV Å⁻¹

# 5
A structure of composition CNa6O3. Source: the OMol25 dataset; level of theory: wB97M-V/def2-TZVPD.

Positions of all 10 atoms, in Å:
1 Na 2.186 -1.989 0.829
2 Na -1.716 2.718 0.477
3 Na 2.822 0.595 -1.243
4 Na -2.600 -1.118 0.906
5 Na 0.050 0.671 2.573
6 Na -0.723 1.114 -2.819
7 C 0.025 -0.503 -0.189
8 O -0.941 0.314 -0.453
9 O 0.898 -0.771 -1.067
10 O -0.001 -1.031 0.985

Properties
HOMO energy   -23.719 eV
Spin multiplicity   1
Charge   +4
HOMO-LUMO gap   8.7 eV
LUMO energy   -15.04 eV
Largest force on an atom   2.052 eV Å⁻¹

# 6
A cluster of 2 separate species, CO2PS in total. Source: the OMol25 dataset; level of theory: wB97M-V/def2-TZVPD.

Positions of all 5 atoms, in Å:
1 C -0.637 -0.175 -0.417
2 O -0.905 -0.141 0.718
3 O -0.640 -0.191 -1.547
4 P 2.183 -0.247 0.820
5 S 3.764 0.447 -0.125

Properties
HOMO energy (spin up / spin down)   -1.584 / -1.601 eV
Spin multiplicity   1
Charge   -1
HOMO-LUMO gap (spin up / spin down)   5.1 / 5.0 eV
LUMO energy (spin up / spin down)   3.52 / 3.45 eV
Largest force on an atom   4.005 eV Å⁻¹

# 7
A structure of composition Ca2HgI. Source: the OMol25 dataset; level of theory: wB97M-V/def2-TZVPD.

Positions of all 4 atoms, in Å:
1 Hg 2.074 -1.599 0.295
2 Ca 0.896 1.872 1.552
3 Ca -2.460 0.177 -2.094
4 I -0.510 -0.451 0.247

Properties
HOMO energy   -31.816 eV
Spin multiplicity   1
Charge   +5
HOMO-LUMO gap   7.7 eV
LUMO energy   -24.11 eV
Largest force on an atom   2.880 eV Å⁻¹

# 8
A structure of composition Ca7O20P5. Source: the OMol25 dataset; level of theory: wB97M-V/def2-TZVPD.

Positions of all 32 atoms, in Å:
1 Ca 21.308 -23.429 12.907
2 Ca 21.114 -22.304 18.735
3 Ca 22.138 -18.199 16.678
4 Ca 18.537 -20.359 16.932
5 Ca 18.696 -19.579 13.557
6 Ca 23.500 -22.743 15.591
7 Ca 22.545 -20.189 12.766
8 P 18.577 -23.682 17.903
9 O 18.136 -24.897 16.887
10 O 19.110 -22.442 17.117
11 O 19.129 -24.362 19.109
12 O 17.297 -23.299 18.616
13 P 25.079 -21.602 13.157
14 O 24.770 -20.174 13.570
15 O 23.790 -21.875 12.335
16 O 25.170 -22.550 14.314
17 O 26.362 -22.186 12.445
18 P 16.488 -20.659 15.210
19 O 15.938 -20.843 16.622
20 O 17.738 -21.379 14.738
21 O 17.194 -19.340 15.240
22 O 15.282 -20.317 14.254
23 P 21.452 -20.857 15.320
24 O 20.020 -20.365 15.176
25 O 22.041 -21.790 14.246
26 O 21.604 -21.514 16.673
27 O 22.338 -19.649 15.176
28 P 21.055 -19.145 19.357
29 O 22.215 -18.249 18.776
30 O 20.294 -19.415 18.072
31 O 20.380 -18.345 20.404
32 O 21.796 -20.314 20.047

Properties
HOMO energy   -4.510 eV
Spin multiplicity   1
Charge   -1
HOMO-LUMO gap   2.2 eV
LUMO energy   -2.28 eV
Largest force on an atom   7.905 eV Å⁻¹

# 9
A structure of composition CaH22N2O17. Source: the OMol25 dataset; level of theory: wB97M-V/def2-TZVPD.

Positions of all 42 atoms, in Å:
1 Ca -0.260 1.340 -2.717
2 N -0.064 -0.267 0.404
3 O 0.409 0.661 -0.235
4 O -1.284 -0.288 0.619
5 O 0.705 -1.151 0.747
6 N 0.593 -1.976 -3.085
7 O 0.845 -0.826 -2.770
8 O 1.066 -2.865 -2.417
9 O -0.105 -2.185 -4.049
10 O -1.929 2.370 -1.143
11 H -2.341 3.196 -1.397
12 H -1.428 2.583 -0.356
13 O 3.240 -0.311 -0.854
14 H 3.238 -0.857 -1.641
15 H 2.322 -0.271 -0.588
16 O -4.203 -0.888 0.532
17 H -4.711 -0.471 -0.165
18 H -3.342 -0.473 0.482
19 O 3.573 0.105 1.977
20 H 2.650 0.148 2.228
21 H 4.031 -0.128 2.784
22 O 0.872 3.200 -1.660
23 H 0.590 4.028 -1.271
24 H 1.658 3.424 -2.159
25 O 2.895 2.419 0.354
26 H 2.157 1.856 0.123
27 H 2.557 2.986 1.047
28 O -3.156 1.607 1.998
29 H -2.835 0.736 1.767
30 H -2.380 2.167 1.959
31 O 1.233 -2.817 2.960
32 H 1.131 -2.106 2.327
33 H 0.353 -2.953 3.311
34 O -2.873 -1.032 2.957
35 H -2.266 -1.065 2.218
36 H -3.729 -1.227 2.574
37 O -2.105 -0.105 -2.546
38 H -2.633 -0.559 -1.890
39 H -2.505 -0.343 -3.383
40 O 2.652 -2.914 0.468
41 H 2.017 -2.203 0.547
42 H 3.363 -2.544 -0.057

Properties
HOMO energy (spin up / spin down)   -2.034 / -6.160 eV
Spin multiplicity   2
Charge   -1
HOMO-LUMO gap (spin up / spin down)   4.0 / 7.9 eV
LUMO energy (spin up / spin down)   1.92 / 1.79 eV
Largest force on an atom   5.028 eV Å⁻¹
Expectation value of S²   0.7503

# 10
A structure of composition CaH6N3O12. Source: the OMol25 dataset; level of theory: wB97M-V/def2-TZVPD.

Positions of all 22 atoms, in Å:
1 Ca 0.400 -0.327 0.360
2 N 1.110 0.067 -2.855
3 O 0.939 -0.587 -1.925
4 O 0.581 1.094 -3.078
5 O 2.082 -0.216 -3.556
6 N -2.743 1.114 -0.266
7 O -1.492 1.121 -0.165
8 O -3.397 1.844 0.437
9 O -3.205 0.393 -1.108
10 N 2.147 2.710 0.016
11 O 1.766 3.695 0.600
12 O 3.047 2.662 -0.807
13 O 1.543 1.699 0.304
14 O -1.064 -2.063 -0.039
15 H -1.291 -2.345 -0.925
16 H -1.798 -2.355 0.502
17 O 1.449 -2.130 1.481
18 H 1.130 -3.029 1.403
19 H 2.395 -2.219 1.590
20 O -0.993 -0.456 2.355
21 H -1.899 -0.700 2.546
22 H -0.707 0.029 3.129

Properties
HOMO energy   -4.686 eV
Spin multiplicity   1
Charge   -1
HOMO-LUMO gap   5.8 eV
LUMO energy   1.16 eV
Largest force on an atom   11.468 eV Å⁻¹